Below is a 13-piece molecular cluster, C29H88N14O17 overall in a non-equilibrium geometry, with properties calculated with ωB97M-V with the def2-TZVPD basis set.

```
! RIJCOSX wB97M-V def2-TZVPD def2/J DEFGRID3
* xyz 0 1
C -1.582 0.109 3.736
O -0.625 0.963 4.379
C -0.947 1.254 5.720
C -0.755 0.062 6.675
N 0.649 -0.205 7.056
C 0.709 -1.059 8.262
C 1.957 -0.672 9.056
O 1.761 0.626 9.545
C 2.895 1.200 10.144
H -1.316 0.029 2.683
H -2.574 0.555 3.828
H -1.507 -0.878 4.194
H -1.955 1.653 5.858
H -0.233 1.991 6.094
H -1.181 -0.895 6.376
H -1.200 0.376 7.629
H 0.999 0.631 7.524
H 0.646 -2.105 7.944
H -0.126 -1.026 8.978
H 2.846 -0.747 8.421
H 2.061 -1.445 9.828
H 3.108 0.799 11.138
H 2.755 2.280 10.151
H 3.822 1.068 9.573
C 1.332 -1.754 1.990
O 1.215 -3.024 1.392
C 0.226 -3.865 2.013
C 0.277 -5.203 1.314
N -0.634 -5.336 0.184
C -0.205 -4.681 -1.036
C -1.360 -4.686 -2.016
O -2.339 -3.822 -1.443
C -3.464 -3.658 -2.250
H 1.511 -1.806 3.070
H 0.410 -1.191 1.812
H 2.191 -1.266 1.532
H -0.765 -3.407 1.995
H 0.559 -4.049 3.041
H -0.088 -5.990 1.982
H 1.286 -5.463 0.995
H -1.609 -5.539 0.270
H 0.736 -4.996 -1.503
H 0.068 -3.637 -0.829
H -1.815 -5.671 -2.164
H -1.084 -4.187 -2.953
H -4.132 -2.958 -1.745
H -4.003 -4.578 -2.506
H -3.287 -3.203 -3.235
C 0.534 4.342 -4.144
O 1.513 5.320 -3.881
C 2.785 4.883 -4.318
C 3.874 5.612 -3.498
N 4.044 4.947 -2.213
C 5.152 5.518 -1.443
C 5.203 4.876 -0.057
O 5.785 3.595 -0.036
C 5.265 2.667 0.885
H 0.512 3.863 -5.127
H -0.416 4.831 -3.948
H 0.642 3.520 -3.430
H 2.925 5.033 -5.393
H 2.956 3.810 -4.179
H 3.726 6.696 -3.422
H 4.827 5.481 -4.018
H 3.186 5.007 -1.678
H 4.838 6.566 -1.317
H 6.123 5.563 -1.932
H 4.193 4.811 0.365
H 5.750 5.535 0.627
H 5.737 1.699 0.733
H 4.174 2.598 0.895
H 5.539 2.931 1.914
C 3.963 -5.140 -7.058
O 4.462 -3.852 -7.293
C 3.842 -2.774 -6.639
C 3.623 -2.991 -5.104
N 3.268 -1.881 -4.258
C 2.031 -1.153 -4.640
C 0.785 -1.976 -4.289
O -0.454 -1.500 -4.737
C -0.815 -0.249 -4.174
H 3.993 -5.411 -5.998
H 4.515 -5.938 -7.550
H 2.924 -5.163 -7.410
H 2.903 -2.560 -7.170
H 4.329 -1.814 -6.837
H 4.487 -3.520 -4.693
H 2.907 -3.814 -5.171
H 3.939 -1.135 -4.431
H 2.053 -0.703 -5.641
H 2.074 -0.257 -4.011
H 0.788 -1.934 -3.192
H 0.944 -2.991 -4.650
H -0.227 0.539 -4.656
H -0.686 -0.224 -3.090
H -1.841 -0.074 -4.490
C -4.233 -3.021 2.270
O -4.971 -2.134 2.726
N -3.354 -2.886 1.257
N -4.449 -4.309 2.648
H -2.934 -3.628 0.725
H -3.297 -1.989 0.780
H -5.287 -4.453 3.184
H -4.120 -5.011 2.010
C -3.118 2.748 -3.965
O -3.123 1.717 -4.632
N -2.688 3.952 -4.459
N -3.593 2.853 -2.697
H -2.360 4.057 -5.400
H -2.604 4.699 -3.801
H -4.148 2.054 -2.370
H -3.631 3.775 -2.322
C -2.026 -0.073 -0.310
O -3.207 -0.128 0.117
N -1.383 -1.159 -0.771
N -1.296 1.036 -0.163
H -0.376 -1.132 -0.935
H -1.868 -2.025 -0.953
H -0.462 1.230 -0.690
H -1.744 1.815 0.287
C 2.439 0.161 -0.913
O 1.359 -0.424 -1.069
N 3.560 -0.133 -1.626
N 2.617 1.097 0.049
H 4.428 0.083 -1.168
H 3.461 -0.690 -2.459
H 1.894 1.360 0.706
H 3.463 1.644 0.004
C -6.246 1.202 2.916
O -6.353 0.075 3.375
N -6.967 2.294 3.365
N -5.341 1.525 1.976
H -7.848 2.140 3.823
H -6.845 3.140 2.843
H -5.276 2.430 1.568
H -4.757 0.751 1.684
O -5.109 0.650 -1.753
H -5.895 0.330 -1.291
H -4.411 0.466 -1.084
O -2.799 4.441 -0.225
H -2.209 5.198 -0.313
H -3.683 4.827 -0.218
O -6.592 -0.704 0.365
H -6.981 -0.860 1.233
H -5.650 -0.587 0.550
O 0.928 2.283 2.045
H 0.045 2.349 2.437
H 1.135 3.176 1.742
*
```

The value obtained for the orbital gap is 0.2842 Eh. The value obtained for the energy relative to the best compared isomer or geometry (same formula, charge and spin) is 2.3981 eV.



Below is a 13-piece molecular cluster, C29H89N19O13 overall in a non-equilibrium geometry, with properties calculated with ωB97M-V with the def2-TZVPD basis set.

```
! RIJCOSX wB97M-V def2-TZVPD def2/J DEFGRID3
* xyz 0 1
C -3.069 -37.155 1.472
C -3.846 -37.270 2.739
O -3.949 -35.947 3.297
H -3.457 -37.925 0.805
H -2.002 -37.187 1.689
H -3.261 -36.308 0.814
H -3.343 -37.907 3.466
H -4.883 -37.578 2.599
H -3.123 -35.506 3.085
C -7.832 -29.112 2.914
O -8.536 -28.606 2.080
N -6.758 -29.723 2.693
N -8.079 -29.063 4.221
H -6.440 -29.721 1.734
H -6.141 -30.024 3.433
H -7.449 -29.391 4.939
H -8.966 -28.724 4.565
C -1.270 -34.445 5.834
O -0.183 -34.837 5.560
N -2.389 -35.150 5.669
N -1.590 -33.319 6.324
H -2.450 -36.046 5.207
H -3.272 -34.845 6.054
H -2.545 -33.006 6.220
H -0.779 -32.717 6.332
C -1.692 -27.186 2.827
O -2.523 -27.201 3.682
N -1.380 -28.222 2.141
N -0.967 -26.125 2.521
H -1.906 -29.083 2.194
H -0.675 -28.009 1.451
H 0.007 -26.282 2.305
H -1.143 -25.254 3.001
C -3.574 -31.083 5.353
O -4.301 -31.284 4.458
N -3.951 -31.307 6.633
N -2.469 -30.456 5.218
H -4.841 -31.732 6.854
H -3.280 -30.904 7.270
H -1.887 -30.141 5.981
H -2.246 -30.256 4.253
C 3.381 -35.898 2.932
O 2.632 -36.191 2.017
N 2.937 -35.319 4.022
N 4.630 -36.199 2.972
H 3.622 -35.170 4.750
H 1.933 -35.262 4.117
H 5.036 -36.556 2.118
H 5.205 -35.785 3.691
C 2.007 -32.739 0.094
O 2.386 -32.071 0.992
N 1.940 -34.044 -0.028
N 1.535 -32.219 -0.977
H 1.643 -34.376 -0.934
H 2.289 -34.730 0.627
H 1.446 -32.910 -1.709
H 1.485 -31.224 -1.141
C -5.561 -29.435 -0.870
O -5.028 -29.451 0.176
N -4.866 -29.450 -1.960
N -6.803 -29.251 -1.132
H -3.857 -29.499 -1.966
H -5.293 -29.231 -2.849
H -7.017 -28.808 -2.014
H -7.423 -29.120 -0.346
C -8.460 -35.581 2.838
C -6.969 -35.035 2.841
C -6.820 -33.647 2.000
O -6.816 -34.037 0.638
C -6.616 -32.880 -0.131
N -6.633 -34.896 4.237
H -8.733 -36.171 1.962
H -9.207 -34.789 2.879
H -8.468 -36.255 3.695
H -6.321 -35.831 2.474
H -5.876 -33.264 2.387
H -7.522 -32.905 2.380
H -5.596 -32.553 0.071
H -7.357 -32.082 -0.168
H -6.692 -33.257 -1.150
H -5.721 -34.481 4.113
H -6.443 -35.863 4.455
C 0.458 -37.840 4.851
C -0.007 -39.287 5.100
C -0.913 -39.332 6.307
O -0.394 -38.578 7.313
C -1.205 -38.417 8.461
N -0.551 -39.967 3.862
H 0.893 -37.362 5.729
H -0.323 -37.196 4.447
H 1.244 -37.845 4.096
H 0.831 -39.947 5.328
H -0.908 -40.322 6.763
H -1.876 -38.954 5.962
H -0.729 -37.586 8.982
H -1.301 -39.397 8.929
H -2.138 -38.049 8.034
H 0.155 -40.209 3.182
H -1.129 -40.741 4.156
C -0.282 -27.503 -1.885
C 0.699 -28.459 -2.664
C 0.051 -29.780 -3.064
O 0.860 -30.701 -3.806
C 0.309 -31.881 -4.258
N 0.922 -27.847 -3.972
H 0.175 -26.518 -1.783
H -0.645 -27.973 -0.971
H -1.268 -27.482 -2.348
H 1.564 -28.498 -2.001
H -0.773 -29.605 -3.756
H -0.335 -30.247 -2.158
H -0.717 -32.048 -3.928
H 0.887 -32.768 -3.998
H 0.248 -31.851 -5.346
H 1.507 -28.520 -4.448
H 1.543 -27.053 -3.904
C 0.466 -38.722 -0.123
C 0.255 -40.146 -0.764
C -0.220 -41.105 0.277
O 0.574 -41.181 1.451
C 0.537 -42.502 2.120
N -0.773 -40.034 -1.828
H 0.724 -37.905 -0.796
H 1.387 -38.623 0.451
H -0.272 -38.325 0.574
H 1.140 -40.537 -1.266
H -0.261 -42.022 -0.310
H -1.190 -40.832 0.694
H 0.567 -43.218 1.299
H -0.388 -42.632 2.682
H 1.418 -42.688 2.734
H -1.273 -39.218 -1.504
H -0.409 -39.785 -2.737
C -1.989 -31.481 -0.226
C -2.591 -31.922 1.221
C -1.654 -32.793 2.118
O -1.450 -34.075 1.551
C -0.573 -34.954 2.242
N -3.037 -30.651 1.874
H -2.443 -32.180 -0.928
H -0.907 -31.544 -0.103
H -2.188 -30.450 -0.518
H -3.515 -32.494 1.140
H -2.094 -32.920 3.107
H -0.720 -32.287 2.364
H -0.295 -35.693 1.490
H -1.089 -35.425 3.079
H 0.292 -34.446 2.666
H -3.732 -30.145 1.342
H -3.492 -30.925 2.733
*
```

The value obtained for the orbital gap is 0.3322 Eh.



Below is C2Br2N2O2 as an isolated structure in a non-equilibrium geometry, with properties calculated with ωB97M-V with the def2-TZVPD basis set.

```
! RIJCOSX wB97M-V def2-TZVPD def2/J DEFGRID3
* xyz 0 3
C 0.726 -0.177 1.373
C 1.640 0.018 0.326
N 0.011 -0.167 2.299
N -1.314 -0.124 -1.748
O -0.207 -0.277 -1.266
O -2.282 0.524 -1.435
Br 2.276 1.687 -0.201
Br 2.451 -1.428 -0.358
*
```

Its expectation value of S² is 2.018. The value obtained for the orbital gap (spin up / spin down) is 0.3049 / 0.3183 Eh. The value obtained for the energy relative to the best compared isomer or geometry (same formula, charge and spin) is 0.0000 eV.



Below is C2Br3NO2 as an isolated structure in a non-equilibrium geometry, with properties calculated with ωB97M-V with the def2-TZVPD basis set.

```
! RIJCOSX wB97M-V def2-TZVPD def2/J DEFGRID3
* xyz 0 1
C -0.079 0.421 0.092
C 0.923 1.243 -0.044
N -0.425 -0.900 -0.032
O 0.362 -1.442 0.770
O -1.259 -1.432 -0.718
Br -2.806 1.941 -0.021
Br 0.747 3.221 0.037
Br 2.744 0.737 -0.057
*
```

The value obtained for the orbital gap (spin up / spin down) is 0.2148 / 0.2137 Eh. The value obtained for the energy relative to the best compared isomer or geometry (same formula, charge and spin) is 7.6038 eV.



Below is C2Br6 as an isolated structure in a non-equilibrium geometry, with properties calculated with ωB97M-V with the def2-TZVPD basis set.

```
! RIJCOSX wB97M-V def2-TZVPD def2/J DEFGRID3
* xyz 0 1
C -1.900 -1.149 -0.342
C 1.580 1.068 0.582
Br -1.748 0.311 0.782
Br -1.143 -2.751 -0.095
Br -2.986 -0.839 -1.881
Br 2.942 -0.219 1.392
Br 1.218 0.669 -1.199
Br 2.037 2.909 0.761
*
```

The value obtained for the orbital gap (spin up / spin down) is 0.1398 / 0.1058 Eh. The value obtained for the energy relative to the best compared isomer or geometry (same formula, charge and spin) is 4.5141 eV.



Below is a 2-piece molecular cluster, C2BrClFN overall in a non-equilibrium geometry, with properties calculated with ωB97M-V with the def2-TZVPD basis set.

```
! RIJCOSX wB97M-V def2-TZVPD def2/J DEFGRID3
* xyz 0 1
C 0.223 1.623 -1.364
C -0.113 -1.717 0.914
N 1.139 0.946 -1.291
F -0.449 -2.790 1.612
Cl 0.575 -0.505 1.730
Br -1.375 2.443 -1.600
*
```

The value obtained for the orbital gap is 0.3424 Eh. The value obtained for the energy relative to the best compared isomer or geometry (same formula, charge and spin) is 2.7628 eV.



Below is one molecule with the formula C2BrNO2 in a non-equilibrium geometry, with properties calculated with ωB97M-V with the def2-TZVPD basis set.

```
! RIJCOSX wB97M-V def2-TZVPD def2/J DEFGRID3
* xyz 0 1
O 1.468 -0.973 -0.023
N 0.855 0.043 -0.002
O 1.296 1.150 -0.028
C -0.531 -0.131 -0.008
C -1.831 -0.144 -0.071
Br -3.581 -0.017 0.014
*
```

As for the structure (SMILES): O=[N+]([O-])C#CBr. The value obtained for the orbital gap is 0.3458 Eh. The value obtained for the energy relative to the best compared isomer or geometry (same formula, charge and spin) is 4.7758 eV.



Below is one molecule with the formula C2Cl2F2 in a non-equilibrium geometry, with properties calculated with ωB97M-V with the def2-TZVPD basis set.

```
! RIJCOSX wB97M-V def2-TZVPD def2/J DEFGRID3
* xyz 0 3
C 0.898 0.052 -0.120
C -0.822 -0.045 0.047
F 1.523 1.198 0.019
F 1.628 -1.029 0.027
Cl -1.533 -1.563 0.012
Cl -1.694 1.387 0.015
*
```

Its expectation value of S² is 2.007. The value obtained for the orbital gap (spin up / spin down) is 0.2859 / 0.4001 Eh. The value obtained for the energy relative to the best compared isomer or geometry (same formula, charge and spin) is 0.0000 eV.



Below is one molecule with the formula C2Cl2F3NO in a non-equilibrium geometry, with properties calculated with ωB97M-V with the def2-TZVPD basis set.

```
! RIJCOSX wB97M-V def2-TZVPD def2/J DEFGRID3
* xyz 0 1
C 0.665 -0.332 0.003
C 0.218 0.690 -0.854
N -0.583 -0.648 0.719
O -1.619 -0.865 0.165
F 1.532 0.058 0.967
F 1.065 -1.494 -0.585
F 0.057 1.851 -0.290
Cl -0.574 0.330 -2.336
Cl -0.759 0.410 2.211
*
```

The value obtained for the orbital gap (spin up / spin down) is 0.3042 / 0.3202 Eh. The value obtained for the energy relative to the best compared isomer or geometry (same formula, charge and spin) is 3.7638 eV.



Below is one molecule with the formula C2Cl2FN in a non-equilibrium geometry, with properties calculated with ωB97M-V with the def2-TZVPD basis set.

```
! RIJCOSX wB97M-V def2-TZVPD def2/J DEFGRID3
* xyz 0 1
N -1.904 -0.865 -0.638
C -0.869 -0.431 -0.274
C 0.406 0.177 0.217
F 0.172 0.153 1.513
Cl 1.814 -0.696 -0.384
Cl 0.381 1.662 -0.435
*
```

As for the structure (SMILES): N#CC(F)(Cl)Cl. The value obtained for the orbital gap is 0.4558 Eh. The value obtained for the energy relative to the best compared isomer or geometry (same formula, charge and spin) is 0.6386 eV.